ORCA calculation (ωB97M-V/def2-TZVPD) on a molecular structure, C18H36B2ClFeO5 in a non-equilibrium geometry.

Each line ends with the Mulliken spin population.
Positions of all 63 atoms, in Å:
C: -2.216 3.395 0.369  0.014
C: -1.398 2.334 0.209  -0.012
B: -0.882 1.886 -1.234  0.086
B: -1.820 0.342 -1.455  -0.267
O: -1.142 -0.810 -1.208  -0.016
O: -3.104 0.457 -1.771  -0.013
C: -3.844 -0.684 -2.267  -0.002
C: -5.278 -0.265 -2.559  0.000
O: -1.082 2.918 -2.270  0.169
C: 0.239 3.308 -2.656  0.041
C: 1.139 2.107 -2.458  0.054
Cl: 0.900 1.050 -3.896  0.000
C: 2.596 2.426 -2.175  0.002
C: 3.607 1.283 -2.367  0.001
C: 3.120 -0.094 -1.868  0.002
C: 3.839 -0.655 -0.626  0.000
C: 2.793 -1.184 0.352  0.000
C: 3.316 -1.970 1.566  0.000
C: 2.621 -3.315 1.807  0.000
C: 1.266 -3.234 2.533  0.000
C: 0.395 -2.033 2.149  -0.001
C: -1.047 -2.126 2.676  0.001
C: -1.331 -1.201 3.859  0.000
O: -1.785 0.071 3.417  0.000
C: -3.164 0.288 3.621  0.000
O: 0.532 1.566 -1.304  -0.075
H: -2.585 3.717 1.336  0.000
H: -2.630 3.962 -0.474  0.006
H: -1.101 1.763 1.087  0.015
H: -0.602 -1.142 -1.931  0.001
H: -3.356 -1.037 -3.177  -0.001
H: -3.803 -1.489 -1.534  0.000
H: -5.524 0.646 -2.014  0.000
H: -5.967 -1.044 -2.233  0.000
H: -5.447 -0.102 -3.623  0.000
H: 0.178 3.715 -3.668  -0.035
H: 0.580 4.044 -1.872  -0.034
H: 2.880 3.261 -2.825  0.002
H: 2.630 2.804 -1.150  -0.004
H: 4.480 1.564 -1.772  0.000
H: 3.960 1.240 -3.398  0.000
H: 3.205 -0.816 -2.684  0.000
H: 2.064 -0.049 -1.613  -0.001
H: 4.451 0.116 -0.150  0.000
H: 4.510 -1.470 -0.909  0.000
H: 2.089 -1.806 -0.213  0.000
H: 2.213 -0.326 0.707  0.000
H: 4.387 -2.146 1.438  0.000
H: 3.201 -1.352 2.462  0.000
H: 3.296 -3.925 2.415  0.000
H: 2.503 -3.862 0.865  0.000
H: 1.412 -3.270 3.617  0.000
H: 0.687 -4.131 2.286  0.000
H: 0.844 -1.108 2.524  0.000
H: 0.372 -1.958 1.060  0.000
H: -1.728 -1.820 1.875  0.000
H: -1.294 -3.159 2.929  0.000
H: -2.052 -1.651 4.548  0.000
H: -0.413 -1.038 4.433  0.000
H: -3.751 -0.599 3.364  0.000
H: -3.471 1.103 2.965  0.000
H: -3.371 0.568 4.659  0.000
Fe: -1.120 4.937 -1.774  4.067

Computed properties:
Multiplicity ... 5
Kohn-Sham gap (spin up / spin down) ... 0.155 / 0.173 Eh
Charge ... +1
⟨S²⟩ ... 6.09

=====

ORCA calculation (ωB97M-V/def2-TZVPD) on 8 unconnected molecules or ions with the total composition C18H36Br14O2S in a non-equilibrium geometry.

Each line ends with the Löwdin charge.
Positions of all 71 atoms, in Å:
O: -1.792 -1.583 1.690  -0.334
S: -0.980 -2.047 0.564  0.716
O: -1.019 -3.430 0.040  -0.361
C: -0.974 -0.882 -0.854  -0.193
C: 0.450 -0.229 -0.971  -0.194
C: 1.101 -0.363 0.369  -0.258
C: 0.753 -1.725 0.928  -0.244
H: -1.646 -0.117 -0.464  0.090
H: -1.504 -1.329 -1.695  0.100
H: 1.085 -0.770 -1.673  0.114
H: 0.409 0.800 -1.329  0.116
H: 0.818 0.363 1.131  0.117
H: 2.169 -0.153 0.439  0.118
H: 0.901 -1.910 1.992  0.110
H: 1.321 -2.448 0.343  0.105
Br: 7.187 -4.130 7.559  0.618
C: 5.331 -3.622 7.468  -0.756
C: 5.153 -2.067 7.419  -0.589
Br: 3.141 -1.820 7.222  0.536
H: 4.877 -3.917 8.414  0.041
H: 4.876 -4.195 6.661  0.046
H: 5.693 -1.709 6.542  0.052
H: 5.395 -1.629 8.387  0.052
Br: 5.320 5.130 2.384  0.520
C: 6.350 4.983 4.153  -0.611
C: 5.805 5.992 5.163  -0.661
Br: 7.169 6.457 6.579  0.553
H: 7.411 5.143 3.961  0.040
H: 6.314 3.967 4.546  0.059
H: 4.837 5.663 5.541  0.060
H: 5.430 6.948 4.799  0.040
Br: -1.971 6.697 -1.594  0.546
C: -3.842 6.395 -0.920  -0.647
C: -3.846 6.503 0.566  -0.669
Br: -2.721 5.083 1.456  0.531
H: -4.354 5.481 -1.220  0.069
H: -4.374 7.232 -1.371  0.053
H: -4.843 6.478 1.006  0.063
H: -3.478 7.496 0.824  0.054
Br: 7.812 -1.602 0.131  0.586
C: 8.413 -1.149 -1.703  -0.667
C: 7.261 -0.440 -2.440  -0.665
Br: 7.458 -0.506 -4.449  0.550
H: 8.758 -2.058 -2.195  0.046
H: 9.278 -0.486 -1.678  0.058
H: 7.186 0.557 -2.006  0.058
H: 6.291 -0.855 -2.167  0.033
Br: -8.451 1.308 2.728  0.528
C: -7.528 -0.376 2.026  -0.624
C: -8.526 -1.197 1.152  -0.682
Br: -7.585 -2.714 0.264  0.588
H: -7.144 -1.068 2.775  0.055
H: -6.731 -0.040 1.363  0.044
H: -8.772 -0.385 0.468  0.034
H: -9.454 -1.402 1.687  0.057
Br: -5.525 -9.693 -1.555  0.498
C: -4.323 -9.078 -3.095  -0.571
C: -5.136 -9.336 -4.378  -0.686
Br: -6.575 -7.995 -4.635  0.566
H: -3.415 -9.662 -2.941  0.051
H: -4.156 -8.025 -2.871  0.044
H: -5.603 -10.317 -4.470  0.044
H: -4.469 -9.334 -5.240  0.053
Br: -4.095 5.388 -7.526  0.580
C: -2.838 4.116 -8.444  -0.632
C: -2.387 3.164 -7.332  -0.681
Br: -0.979 1.829 -7.925  0.534
H: -2.015 4.655 -8.913  0.055
H: -3.327 3.581 -9.257  0.059
H: -3.301 2.676 -6.994  0.045
H: -2.076 3.703 -6.437  0.041

Computed properties:
SMILES string ... O=S1(=O)CCCC1.BrCCBr.BrCCBr.BrCCBr.BrCCBr.BrCCBr.BrCCBr.BrCCBr
Multiplicity ... 1
Kohn-Sham gap ... 0.365 Eh
Charge ... 0
Relative energy (zero: lowest compared OMol25 entry of this formula, charge and spin) ... 50.3 kcal per mole

=====

ORCA calculation (ωB97M-V/def2-TZVPD) on 9 unconnected molecules or ions with the total composition C18H36Br18 in a non-equilibrium geometry.

Each line ends with the Löwdin charge.
Positions of all 72 atoms, in Å:
Br: 1.704 -3.940 3.801  0.566
C: -0.010 -2.937 3.788  -0.646
C: -0.898 -3.311 2.584  -0.732
Br: -1.542 -5.137 2.685  0.670
H: 0.295 -1.903 3.627  0.027
H: -0.585 -3.052 4.706  0.066
H: -0.430 -3.215 1.604  -0.001
H: -1.776 -2.666 2.576  0.012
Br: -2.090 -3.523 -4.340  0.609
C: -1.041 -1.841 -4.172  -0.726
C: -1.065 -1.201 -5.494  -0.671
Br: 0.226 0.267 -5.358  0.610
H: -0.054 -2.098 -3.787  -0.014
H: -1.694 -1.265 -3.516  -0.003
H: -2.083 -0.845 -5.657  0.069
H: -0.574 -1.776 -6.279  0.051
Br: 0.209 2.028 6.028  0.532
C: 0.185 3.870 5.163  -0.567
C: 0.795 3.691 3.697  -0.675
Br: 0.970 5.385 2.685  0.627
H: 0.788 4.619 5.677  0.053
H: -0.870 4.142 5.174  0.046
H: 0.255 2.861 3.241  0.013
H: 1.839 3.389 3.781  0.009
Br: -4.442 4.477 -5.889  0.567
C: -3.581 3.456 -4.372  -0.685
C: -2.397 2.690 -4.699  -0.647
Br: -1.579 1.925 -3.056  0.616
H: -4.426 2.929 -3.931  0.061
H: -3.342 4.186 -3.598  0.015
H: -1.583 3.222 -5.192  0.064
H: -2.692 1.934 -5.426  0.061
Br: -1.724 -1.651 -0.546  0.609
C: -1.094 0.284 -0.090  -0.589
C: -0.570 0.433 1.370  -0.719
Br: -2.000 0.333 2.615  0.675
H: -1.992 0.845 -0.350  -0.034
H: -0.303 0.553 -0.790  -0.035
H: 0.000 1.335 1.590  0.011
H: 0.062 -0.421 1.615  0.011
Br: 4.613 -4.470 -0.133  0.572
C: 3.029 -3.443 -0.791  -0.662
C: 3.337 -1.945 -1.031  -0.551
Br: 1.732 -0.963 -1.851  0.620
H: 2.197 -3.519 -0.091  0.037
H: 2.868 -4.059 -1.676  -0.036
H: 4.231 -1.763 -1.626  0.057
H: 3.523 -1.348 -0.138  0.005
Br: -3.016 3.631 -0.529  0.597
C: -2.042 5.301 -1.001  -0.625
C: -1.944 6.110 0.333  -0.690
Br: -0.805 7.677 -0.022  0.585
H: -2.685 5.774 -1.743  0.048
H: -1.064 5.073 -1.424  0.052
H: -1.606 5.543 1.200  0.001
H: -2.917 6.565 0.514  0.046
Br: -2.426 -6.946 -2.229  0.562
C: -1.172 -6.246 -0.822  -0.625
C: -0.604 -4.915 -1.309  -0.711
Br: 0.607 -5.090 -2.838  0.631
H: -0.446 -7.000 -0.518  0.066
H: -1.781 -6.001 0.048  -0.016
H: 0.042 -4.374 -0.618  0.018
H: -1.466 -4.334 -1.637  -0.033
Br: 2.907 0.813 2.075  0.633
C: 4.015 0.788 3.727  -0.636
C: 5.192 -0.194 3.689  -0.657
Br: 6.569 0.378 2.406  0.587
H: 3.350 0.455 4.524  0.052
H: 4.305 1.822 3.917  0.054
H: 4.870 -1.212 3.472  0.058
H: 5.697 -0.176 4.655  0.057

Computed properties:
SMILES string ... BrCCBr.BrCCBr.BrCCBr.BrCCBr.BrCCBr.BrCCBr.BrCCBr.BrCCBr.BrCCBr
Multiplicity ... 1
Kohn-Sham gap ... 0.350 Eh
Charge ... 0
Relative energy (zero: lowest compared OMol25 entry of this formula, charge and spin) ... 49.5 kcal per mole